Entry 1:
{"formula": "C5H3N3O2", "method": "wB97M-V/def2-TZVPD", "e_tot_ha": -506.94751, "relative_energy_kj_mol": 361.4, "elements": ["C", "C", "C", "C", "C", "N", "N", "N", "O", "O", "H", "H", "H"], "xyz": [[1.251, 0.661, 1.083], [-1.110, -0.785, -1.400], [-1.412, 1.285, 0.011], [1.151, 0.231, -0.272], [-0.900, -0.077, -0.230], [1.098, 1.035, 2.181], [-1.071, -1.591, -2.204], [-1.673, 2.393, 0.229], [1.867, -0.919, -0.735], [-0.944, -0.913, 0.938], [1.305, 0.940, -1.097], [1.855, -1.682, -0.195], [-1.416, -0.578, 1.690]], "mulliken_charge": [0.3410, 0.0902, 0.2556, -0.0950, 0.4854, -0.4018, -0.4258, -0.3736, -0.4720, -0.5061, 0.3728, 0.3567, 0.3726]}

=====

Entry 2:
{"formula": "C5H3N3O3", "method": "wB97M-V/def2-TZVPD", "charge": -2, "e_tot_ha": -582.34269, "relative_energy_kj_mol": 0.0, "elements": ["C", "C", "C", "C", "C", "N", "N", "N", "O", "O", "O", "H", "H", "H"], "xyz": [[-1.866, -0.304, -0.410], [-2.961, -0.154, 0.434], [-1.207, 0.916, -0.283], [1.694, -1.147, 0.621], [3.551, 0.235, -0.543], [-2.958, 1.056, 1.002], [2.465, -0.276, 0.407], [-1.875, 1.716, 0.556], [4.148, 1.192, -0.099], [0.992, -2.017, 0.981], [3.654, -0.428, -1.559], [-1.593, -1.162, -1.010], [-3.751, -0.871, 0.656], [-0.292, 1.246, -0.753]], "mulliken_charge": [-0.0323, -0.4952, -0.5681, 0.5908, 0.5816, -0.5987, -0.2814, -0.5606, -0.6712, -0.5748, -0.6635, 0.3159, 0.4365, 0.5208]}

=====

Entry 3:
{"formula": "C5H3NO", "method": "wB97M-V/def2-TZVPD", "e_tot_ha": -322.01425, "relative_energy_kj_mol": 728.7, "elements": ["C", "C", "C", "C", "O", "N", "C", "H", "H", "H"], "xyz": [[2.844, 0.962, 0.613], [1.653, 0.613, 0.442], [0.364, 0.201, 0.138], [-0.841, 0.937, -0.071], [-1.872, 0.145, -0.182], [-1.524, -1.177, -0.114], [-0.215, -1.174, 0.066], [0.280, -0.412, -0.978], [-1.031, 2.002, -0.086], [0.343, -2.096, 0.172]], "mulliken_charge": [-0.5657, -0.5263, 0.3897, 0.0643, -0.1084, -0.3338, -0.1761, 0.2863, 0.4658, 0.5040]}

=====

Entry 4:
{"formula": "C5H3NO", "method": "wB97M-V/def2-TZVPD", "e_tot_ha": -322.21746, "smiles": "N#Cc1ccco1", "relative_energy_kj_mol": 195.2, "elements": ["C", "C", "C", "C", "C", "H", "H", "H", "N", "O"], "xyz": [[1.910, -1.030, -0.428], [0.734, -0.208, -0.155], [-0.371, -0.485, -0.873], [-1.359, 0.552, -0.105], [-0.605, 0.989, 0.902], [-0.616, -1.237, -1.550], [-2.596, 0.680, 0.151], [-0.795, 1.698, 1.749], [2.891, -1.654, -0.490], [0.805, 0.696, 0.799]], "mulliken_charge": [0.1183, 0.4489, -0.3510, -0.3815, -0.1559, 0.4341, 0.2400, 0.3783, -0.4210, -0.3101]}

=====

The molar mass results, record by record, are as follows: 137.10 153.10 93.08 93.08 g mol⁻¹.